No. 1
Formula: CH5O2PS
Source: OMol25
Level of theory: wB97M-V/def2-TZVPD

XYZ file:
```
10
Properties=species:S:1:pos:R:3:lowdin_charge:R:1
C -0.53072 0.34020 0.45789 -0.400
O -0.79576 -1.78128 -1.40245 -0.358
O 1.34367 -0.94362 -2.45335 -0.533
P 0.86723 -2.04215 -1.59690 0.660
S 1.14328 -0.35584 0.36338 0.683
H -0.51934 1.33683 0.46953 -0.017
H -0.96825 -0.06086 1.39966 0.053
H -1.10629 -0.09835 -0.37720 0.024
H -1.07284 -2.47924 -0.88942 -0.028
H 1.56206 0.53879 -0.55297 -0.083
```

Computed properties:
HOMO level = -9.154 eV
energy relative to the best compared isomer or geometry (same formula, charge and spin) = 92.80 kJ/mol
net charge = 0
2S+1 = 1
calculated total energy = -25337.330 eV
gap between HOMO and LUMO = 9.68 eV

No. 2
Formula: C33H35ClI2NNiOTe
Source: OMol25
Level of theory: wB97M-V/def2-TZVPD

XYZ file:
```
75
Properties=species:S:1:pos:R:3:mulliken_spin:R:1
Ni 2.65121 -1.05215 1.92889 1.506
I -0.52740 -5.04039 2.08014 0.007
C 1.29641 -5.05281 3.17089 0.060
I 2.48061 -3.04365 3.35398 -0.016
H 1.99140 -5.65627 2.59493 0.000
H 1.15520 -5.37478 4.22636 0.000
Cl 3.04055 2.38814 0.00237 0.005
C 2.58606 2.65738 1.63582 0.031
C 1.81746 3.74670 1.90693 -0.010
C 1.44156 3.93822 3.22469 0.039
C 1.73858 3.07617 4.24111 -0.027
C 2.44585 1.91190 3.95097 0.035
C 2.93527 1.67628 2.69189 -0.043
C 3.68854 0.49909 2.42197 0.125
H 1.53457 4.44695 1.08261 -0.002
H 0.98037 4.87325 3.42900 0.004
H 1.53211 3.33054 5.24177 -0.001
H 2.64561 1.19503 4.73262 -0.001
H 4.14764 0.08089 3.34597 -0.003
H 4.38097 0.67749 1.60974 0.012
C -1.70646 6.25031 -3.36586 -0.002
C -1.45898 4.93756 -2.75997 0.019
C -2.25149 4.33369 -1.82959 -0.007
C -1.94537 2.99470 -1.35597 -0.057
C -2.75392 2.35155 -0.22840 0.067
C -0.85341 2.29878 -1.83961 0.116
Te -0.03663 0.43578 -0.91513 0.677
N 1.69388 -1.04170 0.35218 0.255
C 1.43640 -2.02753 -0.52502 0.032
O 0.43680 -1.90984 -1.38882 0.151
C 2.32059 -3.28657 -0.48619 -0.041
C 1.74080 -4.30237 -1.16991 -0.002
C 2.52738 -5.34592 -1.64474 0.002
C 3.90443 -5.39809 -1.41487 -0.003
C 4.44952 -4.44461 -0.53485 0.008
C 3.66405 -3.35305 -0.12931 0.031
C -1.72205 -0.70802 -0.20523 0.159
C -2.49018 -1.29173 -1.20931 -0.033
C -2.40909 -0.88626 -2.69259 0.018
C -3.56667 -2.13066 -0.85219 0.004
C -3.93235 -2.30668 0.50398 0.001
C -5.09650 -3.23931 0.82026 0.000
C -3.22607 -1.57935 1.46813 0.002
C -2.09453 -0.81819 1.13832 -0.100
C -1.38496 -0.12064 2.28457 0.060
C -0.05138 2.94175 -2.76955 -0.035
C 1.19414 2.28977 -3.36057 0.027
C -0.31104 4.25286 -3.14909 -0.018
H -1.34182 7.13556 -2.83800 0.002
H -2.77652 6.34509 -3.58099 0.001
H -1.06876 6.33965 -4.29928 0.000
H -3.10662 4.78340 -1.31057 0.001
H -3.53781 3.03221 -0.06363 0.003
H -2.14651 2.22557 0.71697 -0.020
H -3.27043 1.47106 -0.51121 -0.004
H 0.71358 -4.29298 -1.47251 0.002
H 1.98447 -6.10160 -2.22337 0.000
H 4.52168 -6.20155 -1.79602 0.000
H 5.43610 -4.67177 -0.02794 0.001
H 4.26804 -2.49599 0.30609 0.000
H -3.01504 0.01647 -2.99162 0.004
H -2.79725 -1.79134 -3.23264 0.002
H -1.40983 -0.71590 -3.04037 -0.006
H -4.00489 -2.64504 -1.68671 0.001
H -6.01702 -2.70224 0.96071 0.000
H -4.92722 -3.81080 1.76071 0.000
H -5.35361 -3.98649 0.04830 0.000
H -3.73537 -1.41636 2.39870 0.000
H -1.51224 -0.67654 3.22366 0.001
H -1.62045 0.93157 2.41754 -0.003
H -0.30828 -0.12102 2.03745 -0.025
H 2.02953 2.50341 -2.70824 0.001
H 1.38199 2.80980 -4.30354 0.002
H 1.12899 1.23250 -3.55066 -0.014
H 0.44581 4.62916 -3.84615 0.000
```

Computed properties:
HOMO level (spin up / spin down) = -7.113 / -7.314 eV
energy relative to the best compared isomer or geometry (same formula, charge and spin) = 103.68 kJ/mol
net charge = 0
2S+1 = 4
calculated total energy = -115380.213 eV
gap between HOMO and LUMO (spin up / spin down) = 5.89 / 5.84 eV

No. 3
Formula: C3H33NO14
Source: OMol25
Level of theory: wB97M-V/def2-TZVPD

XYZ file:
```
51
Properties=species:S:1:pos:R:3:lowdin_charge:R:1
C -0.89451 -1.72623 0.48911 -0.157
C 0.04705 -2.62217 1.30695 -0.211
O 1.16102 -3.07631 0.54806 -0.087
N -0.17304 -0.57079 -0.12728 -0.020
C 0.13801 -0.71621 -1.56811 -0.232
O -0.37085 0.39927 -2.25627 -0.074
H -1.38623 -2.35345 -0.25210 0.096
H -1.64492 -1.32781 1.17000 0.103
H -0.48034 -3.53879 1.58610 0.127
H 0.33101 -2.10615 2.21550 0.112
H 1.87082 -2.41371 0.55371 0.077
H -0.72873 0.27335 -0.01248 0.093
H 1.22212 -0.76928 -1.72017 0.114
H -0.32700 -1.55934 -2.05916 0.099
H 0.06258 1.25670 -2.00331 0.059
H 1.37172 -0.38793 0.55382 -0.001
H 2.81612 -0.19559 -0.06407 0.031
O 2.34533 -0.45001 0.77142 -0.117
H -1.65476 2.52950 0.68102 -0.010
H -2.87335 2.46180 -0.29356 0.044
O -1.91508 2.57708 -0.26714 -0.073
H 3.75464 1.50514 1.48748 0.013
H 3.07563 2.88409 1.23572 -0.001
O 3.93775 2.42747 1.26442 -0.068
H -4.17065 0.24981 1.38043 0.062
H -3.09116 0.21404 0.18130 0.017
O -3.24160 0.29048 1.16848 -0.083
H 1.57591 1.05004 3.58819 0.086
H 1.58119 0.41806 2.11397 0.034
O 1.11291 1.03156 2.74554 -0.064
H -2.18807 1.37969 2.05684 0.014
H -0.68857 1.52449 2.57120 0.020
O -1.48644 2.02947 2.29660 -0.090
H 3.78488 1.37501 -1.00766 0.056
H 2.54331 1.23286 -1.90077 0.040
O 3.27920 0.72162 -1.52659 -0.052
H 0.44765 -3.68303 -0.88232 0.022
H 0.70558 -4.50383 -2.19371 0.068
O 0.00204 -4.10629 -1.66545 -0.069
H 0.83678 4.00615 1.50283 0.087
H 1.00526 2.46554 1.67656 0.033
O 1.27203 3.24173 1.12185 -0.057
H -0.04761 3.12643 -1.69523 0.049
H 1.01010 2.98764 -0.59218 0.016
O 0.85745 2.80813 -1.54859 -0.067
H -1.45705 -3.31526 -2.23707 -0.016
H -2.90593 -3.66663 -2.68357 0.048
O -2.31011 -2.92357 -2.53223 -0.079
H -2.09648 0.36202 -1.82504 0.035
H -3.02149 -0.86952 -1.83110 0.041
O -2.99408 0.05271 -1.52192 -0.069
```

Computed properties:
HOMO level = -9.811 eV
energy relative to the best compared isomer or geometry (same formula, charge and spin) = 0.00 kJ/mol
net charge = 0
2S+1 = 1
calculated total energy = -33804.151 eV
gap between HOMO and LUMO = 10.04 eV

No. 4
Formula: C5H8AgBBr4F4O3
Source: OMol25
Level of theory: wB97M-V/def2-TZVPD

XYZ file:
```
26
Properties=species:S:1:pos:R:3:lowdin_charge:R:1
Ag -1.34363 2.47262 -0.28581 0.419
C -1.36074 0.93041 -3.87829 -1.172
O -0.88831 0.38114 -4.87905 -0.047
O -1.81051 0.22708 -2.99308 0.000
O -1.58976 2.14893 -3.85439 -0.070
B -5.83535 3.01575 0.40924 -1.492
F -6.32407 3.50845 1.62490 0.075
F -4.88507 3.79342 -0.15440 0.126
F -5.31163 1.84270 0.62008 0.183
F -6.86119 2.82088 -0.51725 0.080
Br 4.66774 -1.89825 -3.37280 0.597
C 4.00995 -0.10868 -2.94730 -0.719
C 3.44569 -0.10098 -1.60738 -0.677
Br 3.21121 1.79007 -0.94170 0.528
H 3.32265 -0.01206 -3.78777 0.058
H 4.75040 0.68954 -2.99888 0.050
H 4.15278 -0.64129 -0.97796 0.038
H 2.52356 -0.67643 -1.52592 0.075
Br 1.79635 -4.41010 5.05793 0.552
C 0.64317 -2.85515 4.66238 -0.720
C 0.94708 -2.22199 3.31468 -0.645
Br -0.31673 -0.67144 3.09282 0.558
H 0.75782 -2.09580 5.43589 0.046
H -0.40506 -3.15057 4.70764 0.049
H 0.72217 -2.89972 2.49115 0.054
H 1.98150 -1.87851 3.30528 0.054
```

Computed properties:
HOMO level = 0.076 eV
energy relative to the best compared isomer or geometry (same formula, charge and spin) = 391.43 kJ/mol
net charge = -2
2S+1 = 1
calculated total energy = -307175.778 eV
gap between HOMO and LUMO = 3.03 eV

No. 5
Formula: C3H9S2
Source: OMol25
Level of theory: wB97M-V/def2-TZVPD

XYZ file:
```
14
Properties=species:S:1:pos:R:3:lowdin_charge:R:1
C 2.01760 -1.90342 -0.20234 -0.560
S 0.38261 -2.14811 0.59714 0.453
H 2.81043 -2.36617 0.20443 -0.067
H 2.26278 -0.81836 -0.02581 0.005
H 2.04477 -2.07137 -1.44383 0.097
C -1.34751 2.08760 1.18782 -0.283
C -1.52574 1.93361 -0.28891 -0.795
S -0.00293 1.08353 -0.96559 0.173
H -1.36234 1.01658 1.59986 0.071
H -0.35392 2.56560 1.38092 0.048
H -2.17125 2.70538 1.67229 0.057
H -1.66888 2.91452 -0.89673 0.049
H -2.41512 1.43953 -0.61886 0.008
H -0.08754 -1.05909 -0.15658 -0.257
```

Computed properties:
HOMO level = -2.725 eV
energy relative to the best compared isomer or geometry (same formula, charge and spin) = 135.00 kJ/mol
net charge = -1
2S+1 = 1
calculated total energy = -24927.348 eV
gap between HOMO and LUMO = 6.37 eV

No. 6
Formula: C5H10O2
Source: OMol25
Level of theory: wB97M-V/def2-TZVPD

XYZ file:
```
17
Properties=species:S:1:pos:R:3:lowdin_charge:R:1
C -1.38219 1.01033 -1.88248 -0.099
O -0.67458 0.65903 -0.71132 -0.228
C 0.13021 -0.51463 -0.85601 -0.169
C 0.73301 -0.93995 0.48357 -0.181
C 1.67505 -0.05192 1.26794 -0.057
C 0.35112 -0.39638 1.85916 -0.360
O -0.72947 0.44140 2.01134 0.001
H -0.70578 1.29954 -2.70172 0.091
H -2.02024 1.86454 -1.63896 0.093
H -2.01864 0.18397 -2.23500 0.091
H -0.49268 -1.32132 -1.27064 0.121
H 0.89878 -0.29964 -1.62414 0.129
H 0.55356 -1.93427 0.87345 0.131
H 2.61260 -0.43968 1.66192 0.098
H 1.70609 0.99847 0.98902 0.120
H 0.42735 -1.13456 2.66601 0.143
H -1.06420 0.57506 1.10787 0.075
```

Computed properties:
HOMO level = -8.883 eV
energy relative to the best compared isomer or geometry (same formula, charge and spin) = 331.31 kJ/mol
net charge = 0
2S+1 = 1
calculated total energy = -9439.609 eV
gap between HOMO and LUMO = 9.81 eV
SMILES = COC[C@H]1C[C@H]1O

The highest energy relative to the best compared isomer or geometry (same formula, charge and spin) belongs to which entry?
C5H8AgBBr4F4O3